C15H24NO11P2RuS as an isolated structure. Source: the Open Molecules 2025 dataset; level of theory: the ωB97M-V functional and the def2-TZVPD basis.

Positions of all 55 atoms, in Å:
Ru 0.22 -0.24 0.87
O -0.38 -1.72 3.16
P 1.00 -2.49 2.69
O 1.02 -3.85 3.20
O 1.15 -2.13 1.22
O 2.04 -1.54 3.50
P 2.49 0.01 3.30
O 1.04 0.77 3.07
O 1.99 0.40 0.72
O 2.97 0.11 1.73
H -1.14 -2.21 2.82
H 0.38 0.49 3.72
C -2.96 2.49 1.05
C -2.27 1.22 0.67
O -1.37 0.84 1.46
C -2.68 0.45 -0.47
C -3.75 0.89 -1.28
C -4.28 0.10 -2.26
C -3.76 -1.19 -2.44
C -2.73 -1.67 -1.67
C -2.14 -0.85 -0.68
O -1.17 -1.37 0.02
H -2.40 2.97 1.85
H -3.98 2.29 1.38
H -3.02 3.16 0.19
H -4.17 1.88 -1.11
H -5.10 0.45 -2.87
H -4.18 -1.83 -3.21
H -2.34 -2.67 -1.79
O 0.21 1.28 -0.87
C 0.65 2.41 -0.72
O 0.36 3.14 0.33
C 1.60 3.06 -1.71
N 2.14 4.29 -1.11
C 3.55 4.00 -0.78
C 4.01 3.04 -1.87
C 2.80 2.12 -2.02
H 1.02 3.28 -2.61
H 0.89 3.97 0.19
H 2.09 5.05 -1.78
H 3.58 3.51 0.19
H 4.12 4.93 -0.71
H 4.92 2.50 -1.61
H 4.20 3.60 -2.79
H 2.83 1.32 -1.29
H 2.71 1.67 -3.01
C -0.82 -6.18 1.28
S -1.22 -4.65 0.41
C 0.30 -4.46 -0.54
H -0.34 -6.88 0.60
H -1.74 -6.62 1.64
H -0.16 -5.96 2.12
H 1.17 -4.57 0.11
H 0.31 -3.44 -0.92
H 0.34 -5.17 -1.36

## Properties
LUMO energy (spin up / spin down) (eV): -0.68 / -0.66
Net charge: 0
E (eV): -71954.21234
HOMO level (spin up / spin down) (eV): -7.66 / -7.66
2S+1: 2
<S²>: 0.844
Max |F| (eV/Å): 0.9